(1)
Here is a structure of composition C4H7NO2 from OMol25. Energies are from the ωB97M-V functional and the def2-TZVPD basis.

Computed properties:
Energy above the lowest of the compared OMol25 structures with the same formula, charge and spin ... 5.9934 eV
LUMO (alpha / beta) ... 0.2 / 0.2 eV
Orbital gap (alpha / beta) ... 0.27800 / 0.27792 Eh

Each line ends with the Löwdin charge.
Element x y z (Å)
C1 -0.040 1.933 0.282  -0.15
C2 -0.573 -0.522 -1.052  -0.02
C3 0.376 -0.694 0.047  -0.54
C4 0.168 -1.670 0.999  0.03
O1 -0.742 0.708 0.382  -0.19
O2 1.637 -0.333 -0.336  0.05
N1 -1.416 -0.956 -1.786  0.25
H1 2.219 -0.552 0.407  0.12
H2 -2.155 -0.445 -2.245  0.11
H3 0.620 1.970 -0.594  0.08
H4 0.573 2.090 1.177  0.08
H5 -0.767 2.745 0.203  0.08
H6 0.922 -2.434 1.129  0.05
H7 -0.822 -1.841 1.387  0.05


(2)
Here is a structure of composition C28H49CeN2O2P3 from OMol25. Energies are from the ωB97M-V functional and the def2-TZVPD basis.

Computed properties:
<S²> ... 0.7691
Energy above the lowest of the compared OMol25 structures with the same formula, charge and spin ... 2.5269 eV
2S+1 ... 2
LUMO (alpha / beta) ... -8.7 / -11.3 eV
Orbital gap (alpha / beta) ... 0.24009 / 0.14203 Eh
Total charge ... +3

Each line ends with the Löwdin spin population.
Element x y z (Å)
Ce1 -0.434 0.264 0.123  0.01
P1 1.522 -0.954 1.647  0.00
P2 1.338 2.158 -0.379  0.00
P3 -1.108 -2.242 -0.551  0.00
H1 -1.050 2.096 -9.479  0.00
C1 -1.984 1.553 -9.354  0.00
C2 -3.139 2.205 -9.059  0.00
H2 -3.160 3.285 -8.934  0.00
C3 2.928 -1.828 0.894  0.00
C4 2.294 0.242 2.801  0.00
C5 0.775 -2.126 2.846  0.00
C6 0.448 3.143 -1.631  0.01
C7 1.591 3.326 0.977  0.00
C8 2.948 1.778 -1.121  0.00
C9 -2.375 -2.023 -1.840  0.01
C10 -1.941 -3.183 0.757  0.00
C11 0.119 -3.358 -1.290  0.00
H3 -1.973 0.480 -9.527  0.00
H4 -4.083 1.670 -8.982  0.00
H5 3.594 -2.139 1.726  0.00
H6 3.413 -1.110 0.199  0.00
H7 2.520 -2.681 0.315  0.00
H8 2.861 -0.322 3.574  0.00
H9 1.515 0.826 3.334  0.00
H10 2.952 0.961 2.272  0.00
H11 1.389 -3.052 2.871  0.00
H12 -0.261 -2.394 2.548  0.00
H13 0.711 -1.673 3.863  0.00
H14 0.908 4.144 -1.616  0.00
H15 -0.632 3.223 -1.393  0.00
H16 0.527 2.677 -2.630  0.00
H17 2.614 3.742 0.828  0.00
H18 1.509 2.808 1.965  0.00
H19 0.802 4.114 0.911  0.00
H20 3.335 2.749 -1.478  0.00
H21 2.787 1.063 -1.951  0.00
H22 3.583 1.302 -0.348  0.00
H23 -2.995 -2.935 -1.849  0.00
H24 -1.888 -1.853 -2.821  0.00
H25 -3.004 -1.132 -1.634  0.00
H26 -2.716 -3.790 0.237  0.00
H27 -2.418 -2.483 1.488  0.00
H28 -1.185 -3.813 1.278  0.00
H29 -0.463 -4.127 -1.827  0.00
H30 0.748 -3.771 -0.479  0.00
H31 0.751 -2.772 -1.983  0.00
C12 -1.260 0.657 -2.984  0.20
C13 -0.049 0.198 -3.584  0.12
C14 -0.004 0.094 -4.966  0.04
C15 -1.146 0.416 -5.702  0.27
C16 -2.341 0.831 -5.099  0.04
C17 -2.412 0.950 -3.729  0.09
O1 -1.385 0.814 -1.660  0.18
H32 1.122 -0.559 -1.085  0.00
H33 0.821 -0.068 -2.958  0.00
H34 0.929 -0.226 -5.436  0.00
H35 -1.113 0.348 -6.788  0.01
H36 -3.238 1.080 -5.674  0.00
H37 -3.289 1.244 -3.148  0.00
C18 -2.751 1.067 6.471  0.00
N1 -2.705 0.948 5.067  0.00
N2 -1.515 0.879 4.421  0.00
C19 -1.777 0.726 3.089  0.00
O2 -0.852 0.570 2.231  0.00
C20 -3.195 0.750 2.909  0.00
C21 -3.722 0.886 4.172  0.00
C22 -5.128 0.948 4.562  0.00
C23 -0.253 0.843 5.127  0.00
C24 0.108 -0.317 5.801  0.00
C25 1.303 -0.350 6.521  0.00
C26 2.125 0.785 6.578  0.00
C27 1.733 1.953 5.918  0.00
C28 0.537 1.994 5.195  0.00
H38 -2.310 0.192 6.964  0.00
H39 -3.800 1.135 6.750  0.00
H40 -2.236 1.971 6.820  0.00
H41 -3.693 0.642 1.958  0.00
H42 -5.404 0.114 5.214  0.00
H43 -5.374 1.898 5.046  0.00
H44 -5.734 0.873 3.649  0.00
H45 -0.547 -1.190 5.766  0.00
H46 1.594 -1.265 7.051  0.00
H47 3.060 0.756 7.145  0.00
H48 2.367 2.846 5.969  0.00
H49 0.217 2.894 4.670  0.00


(3)
Here is a structure of composition C8H16IrN3O5PS3 from OMol25. Energies are from the ωB97M-V functional and the def2-TZVPD basis.

Computed properties:
<S²> ... 8.7759
Energy above the lowest of the compared OMol25 structures with the same formula, charge and spin ... 0.0000 eV
2S+1 ... 6
LUMO (alpha / beta) ... -6.3 / -9.5 eV
Orbital gap (alpha / beta) ... 0.32752 / 0.22645 Eh
Total charge ... +2

Each line ends with the Löwdin spin population.
Element x y z (Å)
Ir1 1.248 -1.720 0.312  2.28
O1 -1.984 -4.092 -0.196  0.68
S1 -1.360 -2.728 -0.151  0.00
O2 -2.497 -1.903 -0.502  0.30
O3 -0.763 -2.433 1.166  0.15
O4 -0.233 -2.608 -1.123  0.18
C1 -1.790 1.921 -2.067  0.00
N1 -1.484 2.259 -0.589  0.00
C2 -0.412 3.366 -0.563  0.00
N2 0.737 2.966 -1.295  0.01
C3 0.384 2.657 -2.683  0.00
N3 -0.597 1.576 -2.753  0.01
C4 -0.049 0.283 -2.355  0.01
P1 0.517 0.357 -0.599  0.10
C5 -1.025 1.045 0.162  0.01
C6 1.516 1.908 -0.652  0.02
H1 -2.239 2.819 -2.490  0.00
H2 -2.511 1.104 -2.063  0.00
H3 -2.338 2.614 -0.152  0.00
H4 -0.182 3.566 0.483  0.00
H5 -0.873 4.243 -1.017  0.00
H6 1.279 2.372 -3.232  0.00
H7 -0.037 3.550 -3.145  0.00
H8 0.795 0.022 -2.995  0.00
H9 -0.795 -0.506 -2.459  0.00
H10 -0.843 1.325 1.200  0.00
H11 -1.818 0.296 0.137  0.00
H12 2.432 1.732 -1.217  0.00
H13 1.805 2.209 0.356  0.00
C7 0.895 -3.406 4.660  0.03
O5 1.304 -3.007 3.314  0.03
C8 2.358 -3.536 2.800  0.11
S2 3.348 -4.641 3.614  0.85
S3 2.848 -3.150 1.206  0.22
H14 -0.018 -2.856 4.853  0.00
H15 1.674 -3.126 5.367  0.01
H16 0.704 -4.478 4.668  0.01


(4)
Here is a structure of composition C10H24F2N2O3PRuS from OMol25. Energies are from the ωB97M-V functional and the def2-TZVPD basis.

Computed properties:
LUMO (alpha / beta) ... -13.5 / -13.5 eV
Orbital gap (alpha / beta) ... 0.24825 / 0.24828 Eh
Total charge ... +3

Each line ends with the Löwdin charge.
Element x y z (Å)
Ru1 -0.273 0.489 0.375  0.99
C1 1.260 0.365 2.909  -0.14
C2 2.041 -0.561 2.024  -0.12
N1 1.670 -0.316 0.583  -0.12
C3 1.772 -1.504 -0.314  -0.21
C4 0.737 -2.552 0.008  -0.33
S1 -0.856 -1.812 0.509  1.04
C5 -0.859 -2.079 2.331  -0.33
C6 -1.049 -0.780 3.069  -0.20
N2 -0.183 0.318 2.577  -0.16
H1 1.581 1.391 2.709  0.14
H2 1.455 0.172 3.967  0.16
H3 1.872 -1.611 2.247  0.12
H4 3.106 -0.373 2.168  0.16
H5 2.305 0.387 0.198  0.16
H6 2.776 -1.931 -0.242  0.16
H7 1.639 -1.149 -1.330  0.09
H8 1.017 -3.248 0.798  0.11
H9 0.533 -3.145 -0.884  0.11
H10 0.041 -2.625 2.599  0.09
H11 -1.712 -2.729 2.532  0.12
H12 -0.912 -0.941 4.141  0.16
H13 -2.077 -0.447 2.931  0.13
H14 -0.564 1.149 3.022  0.13
F1 -0.717 2.865 1.536  0.15
C7 -1.439 2.156 0.701  -0.33
F2 -2.339 1.357 1.257  0.12
H15 -1.821 2.731 -0.148  0.17
C8 0.586 -0.820 -3.972  0.03
O1 0.680 0.054 -2.778  -0.30
P1 -0.455 0.734 -1.970  0.55
O2 -1.782 0.306 -2.642  -0.25
C9 -3.147 0.473 -2.164  -0.01
O3 -0.357 2.282 -2.219  -0.27
C10 0.831 3.075 -1.943  -0.03
H16 0.949 -0.251 -4.821  0.11
H17 -0.442 -1.125 -4.134  0.10
H18 1.236 -1.669 -3.791  0.10
H19 -3.780 -0.033 -2.883  0.12
H20 -3.398 1.532 -2.138  0.11
H21 -3.261 0.005 -1.185  0.08
H22 0.583 4.100 -2.193  0.12
H23 1.659 2.735 -2.560  0.10
H24 1.096 3.024 -0.881  0.07


(5)
Here is a structure of composition C8H10FeN2S from OMol25. Energies are from the ωB97M-V functional and the def2-TZVPD basis.

Computed properties:
<S²> ... 8.7865
Energy above the lowest of the compared OMol25 structures with the same formula, charge and spin ... 1.8163 eV
2S+1 ... 6
LUMO (alpha / beta) ... 3.7 / 3.5 eV
Orbital gap (alpha / beta) ... 0.20311 / 0.27088 Eh
Total charge ... -1

Each line ends with the Löwdin spin population.
Element x y z (Å)
C1 -0.470 0.738 -1.937  0.09
C2 0.934 1.008 -1.773  0.07
C3 1.102 1.822 -0.600  0.04
C4 -0.204 2.048 -0.026  0.06
C5 -1.174 1.397 -0.864  0.09
Fe1 0.212 0.037 -0.117  3.49
N1 -1.165 -0.851 0.390  0.48
C6 -0.351 -1.898 -0.407  0.07
C7 1.097 -1.554 -0.605  0.23
H1 2.034 2.265 -0.263  0.01
H2 1.734 0.706 -2.443  0.00
H3 -0.423 2.685 0.826  0.01
H4 -2.250 1.453 -0.739  0.01
H5 -0.926 0.210 -2.769  0.01
H6 1.437 -1.627 -1.643  0.02
H7 -0.358 -2.805 0.222  0.03
H8 -2.063 -1.182 0.725  0.05
H9 1.744 -2.055 0.122  0.02
H10 -0.854 -2.166 -1.352  0.01
S1 1.150 0.027 1.806  0.15
C8 -0.163 -0.090 2.862  0.04
N2 -1.043 -0.168 3.647  0.04


| no. | strongest force on any atom (eV/A) |
| --- | --- |
| 1 | 1.40 |
| 2 | 3.59 |
| 3 | 0.14 |
| 4 | 2.27 |
| 5 | 4.77 |